1.
Computed, not measured: a structure of composition C10H16IrN2P in a non-equilibrium geometry, with the ωB97M-V functional and the def2-TZVPD basis.

Values from the calculation:
2S+1	5
HOMO-LUMO gap (spin up / spin down)	4.1 / 6.4	eV
E_LUMO (spin up / spin down)	0.5995 / -0.8775	eV
max |F|	5.041	eV/A
M	387.44	g/mol
HOMO level (spin up / spin down)	-3.5 / -7.3	eV
energy relative to the best compared isomer or geometry (same formula, charge and spin)	0.00	kcal per mole

Positions of all 30 atoms, in Å:
C1 2.329 -1.478 -0.266
C2 2.728 -2.400 0.875
C3 2.038 -3.624 0.780
C4 1.154 -3.559 -0.330
C5 1.320 -2.281 -1.046
Ir1 0.685 -0.017 -0.823
P1 1.748 1.016 -2.393
H1 3.110 -0.847 -0.715
H2 3.437 -2.095 1.636
H3 2.132 -4.461 1.463
H4 1.138 -2.178 -2.125
H5 0.418 -4.302 -0.636
H6 1.633 0.442 -3.711
H7 3.162 1.255 -2.198
H8 1.193 2.343 -2.540
C6 -4.324 0.973 0.553
C7 -2.871 1.206 0.576
C8 -2.040 2.040 1.340
C9 -0.716 1.788 0.956
N1 -0.768 0.854 -0.043
N2 -2.068 0.517 -0.246
C10 0.583 2.271 1.421
H9 -4.712 1.073 1.576
H10 -4.830 1.711 -0.090
H11 -4.561 -0.036 0.179
H12 -2.350 2.742 2.099
H13 -2.350 -0.166 -0.946
H14 0.773 3.296 1.077
H15 0.605 2.289 2.517
H16 1.404 1.627 1.060

2.
Computed, not measured: a cluster of 2 separate species, C21H17NOS in total in a non-equilibrium geometry, with the ωB97M-V functional and the def2-TZVPD basis.

Values from the calculation:
HOMO-LUMO gap	2.5	eV
E_LUMO	-3.3735	eV
max |F|	4.240	eV/A
M	331.44	g/mol
HOMO level	-5.9	eV
energy relative to the best compared isomer or geometry (same formula, charge and spin)	11.76	kcal per mole

Positions of all 41 atoms, in Å:
C1 4.633 5.892 -0.981
C2 4.114 4.509 -0.784
C3 3.810 3.715 -1.883
C4 3.346 2.434 -1.719
C5 3.158 1.873 -0.440
C6 2.667 0.535 -0.383
C7 2.466 -0.378 0.676
C8 2.863 -0.192 2.025
C9 2.590 -1.128 2.983
C10 1.904 -2.315 2.666
O1 1.524 -3.247 3.664
C11 0.294 -3.031 4.348
C12 -0.843 -3.771 4.016
C13 -2.052 -3.507 4.616
C14 -2.151 -2.515 5.571
C15 -1.033 -1.785 5.924
C16 0.177 -2.042 5.325
C17 1.557 -2.539 1.322
C18 1.827 -1.606 0.365
C19 3.440 2.703 0.663
C20 3.912 3.983 0.488
H1 4.871 6.371 -0.031
H2 5.542 5.887 -1.582
H3 3.902 6.520 -1.492
H4 3.942 4.116 -2.874
H5 3.117 1.832 -2.581
H6 2.408 0.133 -1.351
H7 3.429 0.675 2.298
H8 2.891 -0.969 4.004
H9 -0.763 -4.528 3.258
H10 -2.930 -4.062 4.330
H11 -3.102 -2.299 6.029
H12 -1.115 -1.004 6.661
H13 1.049 -1.473 5.590
H14 1.048 -3.452 1.067
H15 1.542 -1.787 -0.657
H16 3.239 2.362 1.658
H17 4.124 4.598 1.348
N1 3.183 -1.420 -4.056
C21 3.232 -0.755 -5.042
S1 3.293 0.138 -6.350

3.
Computed, not measured: a cluster of 2 separate species, C7H12F3NO in total in a non-equilibrium geometry, with the ωB97M-V functional and the def2-TZVPD basis.

Values from the calculation:
HOMO-LUMO gap (spin up / spin down)	9.4 / 5.3	eV
E_LUMO (spin up / spin down)	0.5464 / -0.9548	eV
max |F|	5.966	eV/A
M	183.17	g/mol
HOMO level (spin up / spin down)	-8.8 / -6.2	eV
energy relative to the best compared isomer or geometry (same formula, charge and spin)	89.93	kcal per mole

Positions of all 24 atoms, in Å:
C1 -0.656 2.809 -0.967
C2 -0.213 -2.087 0.693
C3 -0.494 -0.775 -1.524
C4 -1.742 0.051 0.512
C5 0.739 0.137 0.459
C6 -0.445 -0.673 0.049
C7 2.177 -0.288 -0.011
N1 0.753 1.129 1.343
O1 -0.386 3.153 0.164
F1 3.034 -0.715 0.962
F2 2.156 -1.313 -0.808
F3 2.760 0.798 -0.607
H1 -0.846 3.684 -1.823
H2 0.345 -2.678 0.119
H3 0.209 -2.064 1.631
H4 -1.245 -2.501 0.840
H5 0.334 -1.231 -1.864
H6 -1.400 -1.190 -1.995
H7 -0.539 0.180 -1.866
H8 -1.780 0.935 0.050
H9 -2.681 -0.626 0.360
H10 -1.612 0.116 1.523
H11 1.653 1.531 1.548
H12 -0.120 1.617 1.212

4.
Computed, not measured: an isolated molecule of C3H8N2O2, with the ωB97M-V functional and the def2-TZVPD basis.

Values from the calculation:
HOMO-LUMO gap	10.5	eV
E_LUMO	0.6786	eV
max |F|	0.459	eV/A
M	104.11	g/mol
structure (SMILES)	NC(=O)NCCO
HOMO level	-9.8	eV
energy relative to the best compared isomer or geometry (same formula, charge and spin)	5.74	kcal per mole

Positions of all 15 atoms, in Å:
N1 -0.876 -1.022 -2.231
C1 -0.135 -0.429 -1.221
O1 1.093 -0.464 -1.226
N2 -0.889 0.178 -0.262
C2 -0.348 0.918 0.874
C3 0.782 0.199 1.618
O2 2.059 0.486 1.125
H1 -0.307 -1.610 -2.823
H2 -1.748 -1.450 -1.955
H3 -1.841 0.389 -0.513
H4 -1.193 1.061 1.557
H5 0.015 1.910 0.576
H6 0.567 -0.880 1.620
H7 0.772 0.534 2.659
H8 2.051 0.180 0.202